{"formula": "C6H11N", "method": "ωB97M-V/def2-TZVPD", "elements": ["C", "C", "C", "C", "C", "C", "N", "H", "H", "H", "H", "H", "H", "H", "H", "H", "H", "H"], "positions_angstrom": [[2.088, 0.163, -0.084], [0.879, -0.759, 0.091], [-0.472, -0.040, 0.223], [-1.651, -0.995, 0.403], [-0.745, 0.857, -1.005], [-0.420, 0.901, 1.351], [-0.415, 1.963, 1.806], [2.072, 0.682, -1.048], [3.012, -0.422, -0.043], [2.137, 0.924, 0.704], [1.022, -1.385, 0.980], [0.800, -1.432, -0.770], [-1.487, -1.695, 1.226], [-2.560, -0.421, 0.611], [-1.809, -1.558, -0.521], [-1.707, 1.372, -0.898], [0.027, 1.624, -1.125], [-0.771, 0.222, -1.899]], "forces_ev_per_angstrom": [[0.024, 0.013, -0.019], [0.028, -0.156, 0.006], [-0.014, -0.038, -0.135], [-0.069, -0.132, 0.024], [0.010, -0.022, -0.132], [-0.065, 1.660, -0.520], [0.073, -0.824, 0.686], [-0.013, -0.103, 0.149], [-0.124, 0.082, -0.007], [-0.038, -0.157, -0.102], [-0.017, 0.029, -0.114], [0.025, -0.012, 0.085], [-0.001, 0.049, -0.086], [0.127, -0.145, -0.035], [0.041, -0.030, 0.108], [0.164, -0.163, -0.028], [-0.144, -0.202, 0.027], [-0.007, 0.150, 0.093]], "lowdin_charge": [-0.096, -0.211, -0.575, -0.049, -0.046, -0.196, 0.177, 0.071, 0.074, 0.075, 0.118, 0.119, 0.088, 0.092, 0.088, 0.093, 0.083, 0.093], "e_lumo_ha": 0.030, "e_above_lowest_kcal_mol": 6.1, "orbital_gap_ev": 12.081, "mol_weight_g_mol": 97.161}